1.
ORCA calculation (ωB97M-V/def2-TZVPD) on a 3-piece molecular cluster, C14H14BF20O4 overall.

Values from the calculation:
* lowest unoccupied orbital energy: 2.47 eV
* total charge: -1

Each line ends with the natural charge from an NBO analysis.
Atoms and positions in Å:
F: -1.042 -4.317 -1.855  -0.356
C: -0.274 -3.164 -2.121  0.499
F: 0.148 -3.136 -3.456  -0.359
C: 0.992 -3.186 -1.146  0.621
F: 1.831 -2.175 -1.610  -0.338
F: 1.615 -4.443 -1.305  -0.356
C: 0.430 -2.974 0.314  0.015
C: 1.441 -2.981 1.569  -0.091
O: 1.498 -1.673 2.182  -0.735
B: 0.776 -0.833 1.171  0.419
O: -0.235 -1.750 0.536  -0.717
H: -0.927 -2.276 -1.873  0.181
H: -0.162 -3.924 0.485  0.186
H: 0.853 -3.556 2.360  0.151
H: 2.411 -3.553 1.509  0.165
H: 1.625 -0.693 0.310  -0.174
H: 0.306 0.174 1.596  -0.104
C: -2.964 0.287 5.442  -0.136
C: -1.928 0.280 4.293  0.596
C: -0.526 0.802 4.623  0.521
F: -0.528 2.098 5.001  -0.337
F: 0.263 0.725 3.534  -0.290
F: -2.450 0.933 3.231  -0.310
F: -1.792 -1.018 3.908  -0.313
O: -3.904 1.376 5.491  -0.516
C: -3.531 2.569 6.133  0.847
C: -3.486 3.761 5.173  0.504
F: -2.614 3.562 4.169  -0.306
F: -3.087 4.881 5.825  -0.328
F: -2.382 2.390 6.803  -0.315
F: -4.477 2.798 7.074  -0.328
H: -3.596 -0.587 5.270  0.226
H: -2.504 0.110 6.416  0.202
H: -0.060 0.208 5.416  0.134
H: -4.470 3.944 4.734  0.147
C: 1.265 -0.459 -4.716  -0.152
C: 2.276 -0.517 -5.884  0.596
C: 3.697 -0.025 -5.591  0.516
F: 3.740 1.271 -5.242  -0.320
F: 4.471 -0.145 -6.704  -0.334
F: 1.754 0.131 -6.953  -0.320
F: 2.374 -1.829 -6.249  -0.328
O: 0.361 0.660 -4.682  -0.515
C: 0.786 1.858 -4.080  0.847
C: 0.850 3.020 -5.077  0.504
F: 1.697 2.762 -6.095  -0.321
F: 1.298 4.145 -4.469  -0.325
F: 1.942 1.663 -3.430  -0.309
F: -0.130 2.146 -3.133  -0.314
H: 0.605 -1.318 -4.854  0.244
H: 1.738 -0.629 -3.747  0.234
H: 4.161 -0.616 -4.796  0.148
H: -0.136 3.222 -5.502  0.146

Force components x, y, z for each atom (eV/Å):
1.073 1.304 -0.940
0.230 0.019 0.950
-0.815 -0.414 1.459
-1.170 0.410 -0.527
-0.557 -1.525 0.409
-0.419 1.770 0.311
1.417 -0.012 1.577
-0.873 -0.690 2.066
-0.238 -1.389 -1.123
1.183 -0.145 -0.650
-0.602 -1.699 -0.987
0.824 -0.899 -0.540
-0.033 1.199 -0.432
0.624 0.089 -1.034
-0.578 0.976 -0.514
0.259 0.788 -0.466
-0.281 -0.061 -0.335
-0.509 -0.408 0.261
-0.659 0.210 -0.388
1.067 -0.346 -0.508
-0.375 0.257 0.235
-0.447 0.087 0.793
0.125 0.197 0.144
0.204 0.068 0.428
0.940 0.967 -0.031
-0.172 -1.919 0.140
-0.054 0.449 -0.550
-0.020 -0.243 0.138
-0.096 -0.130 0.331
0.137 0.459 -0.041
-0.135 0.409 -0.178
0.036 0.179 -0.197
0.188 0.259 -0.117
-0.193 -0.079 0.075
-0.080 -0.144 0.173
-0.489 -0.283 0.357
-0.901 0.331 -0.012
0.645 -0.245 -0.059
-0.237 0.123 0.024
-0.180 -0.195 -0.123
0.242 0.121 -0.017
0.322 0.043 0.235
1.021 0.864 -0.261
-0.292 -1.870 0.566
-0.134 0.440 -0.392
0.015 -0.215 0.070
-0.071 -0.135 0.260
0.172 0.453 -0.173
-0.107 0.426 -0.322
0.080 0.164 -0.161
0.147 0.194 -0.105
-0.167 -0.073 0.020
-0.065 -0.136 0.159

---

2.
ORCA calculation (ωB97M-V/def2-TZVPD) on C14H14BiFN5O2 as an isolated structure.

Values from the calculation:
* lowest unoccupied orbital energy (spin up / spin down): -4.32 / -4.32 eV
* total charge: +1

Each line ends with the natural charge from an NBO analysis.
Atoms and positions in Å:
Bi: 6.932 15.748 8.620  1.856
C: 5.772 18.781 5.280  -0.693
C: 6.181 17.575 6.068  0.280
N: 5.513 17.112 7.109  -0.307
O: 4.538 18.024 7.523  -0.548
C: 7.244 16.700 5.644  0.068
C: 7.838 16.597 4.219  -0.662
N: 7.668 15.765 6.484  -0.093
O: 8.301 14.765 6.129  -0.442
H: 5.394 19.624 5.814  0.269
H: 4.940 18.527 4.625  0.263
H: 6.527 19.100 4.580  0.249
H: 3.911 17.514 8.053  0.481
H: 7.447 17.249 3.419  0.237
H: 7.645 15.562 3.903  0.249
H: 8.918 16.778 4.306  0.249
F: 8.225 14.132 8.951  -0.724
N: 6.937 5.724 5.082  -0.244
C: 6.785 6.826 5.404  0.252
C: 6.495 8.179 5.732  -0.164
C: 5.170 8.550 5.858  -0.126
C: 4.846 9.817 6.268  -0.222
C: 5.887 10.708 6.475  0.146
C: 7.232 10.366 6.308  -0.221
C: 7.528 9.053 5.965  -0.124
N: 5.548 12.079 6.880  -0.312
C: 4.595 12.895 6.245  -0.050
C: 4.736 14.091 6.829  -0.074
N: 5.723 14.002 7.785  -0.595
C: 6.198 12.787 7.793  0.270
H: 4.274 7.936 5.663  0.251
H: 3.820 10.136 6.378  0.234
H: 8.019 11.095 6.404  0.246
H: 8.556 8.717 5.869  0.249
H: 3.865 12.546 5.559  0.250
H: 4.218 15.021 6.677  0.238
H: 7.006 12.434 8.328  0.264

Force components x, y, z for each atom (eV/Å):
0.509 -1.404 -0.132
-0.132 -0.508 -0.691
-0.618 -0.613 0.898
0.013 1.048 -1.015
-0.050 -0.027 0.318
0.985 -0.082 -1.485
-0.507 -0.024 0.598
-0.789 0.458 -0.027
0.606 -0.196 -0.056
0.077 0.344 0.850
-0.268 -0.438 0.025
0.581 0.055 0.102
0.062 0.059 -0.080
-0.136 -0.024 0.839
0.402 0.231 -0.002
-0.214 -0.327 -0.158
-0.564 0.967 -0.036
-0.035 1.183 0.452
0.107 -1.899 -0.842
-0.276 -0.842 0.087
-1.792 -0.019 -0.019
0.657 0.770 -0.082
0.198 1.066 0.427
-0.726 -0.108 -0.001
0.487 0.779 0.167
-0.387 -1.396 -1.244
0.801 -0.590 1.005
-0.181 0.665 0.342
0.087 2.098 0.637
-1.106 -0.162 -1.530
1.138 -0.318 -0.003
-0.060 -0.072 0.096
0.068 0.175 0.148
-0.172 0.104 -0.034
-0.102 -0.322 -0.546
-0.098 -0.080 -0.151
1.435 -0.550 1.142

---

3.
ORCA calculation (ωB97M-V/def2-TZVPD) on C14H14Cl2N2O3P2S as an isolated structure.

Values from the calculation:
* lowest unoccupied orbital energy: -0.80 eV

Each line ends with the natural charge from an NBO analysis.
Atoms and positions in Å:
O: -2.251 -3.210 0.045  -1.101
P: -1.071 -2.744 0.791  2.077
O: -1.255 -1.221 1.308  -0.976
O: -0.800 -3.712 2.068  -0.963
P: 0.661 -2.753 -0.534  0.102
C: 0.755 -1.170 -1.468  -0.312
C: 1.161 0.017 -0.905  -0.002
C: 1.593 0.132 0.543  -0.091
C: 2.473 -0.820 1.076  -0.192
C: 2.907 -0.782 2.393  -0.215
C: 2.475 0.269 3.193  -0.206
C: 1.611 1.229 2.696  -0.219
C: 1.165 1.166 1.378  -0.154
C: 1.225 1.267 -1.678  -0.169
C: 0.912 1.286 -2.996  -0.197
C: 0.518 0.057 -3.592  0.069
N: 0.210 -0.049 -4.891  -0.579
S: -0.165 -1.607 -5.123  0.922
N: 0.026 -2.214 -3.620  -0.616
C: 0.410 -1.184 -2.872  0.162
H: -2.221 -1.132 1.391  0.510
H: -0.180 -4.405 1.793  0.509
H: 0.399 -3.814 -1.438  0.071
H: 2.806 -1.642 0.442  0.227
H: 3.569 -1.574 2.749  0.219
H: 2.834 0.327 4.223  0.214
H: 1.301 2.044 3.353  0.213
H: 0.506 1.935 0.980  0.212
H: 1.532 2.194 -1.194  0.230
H: 1.008 2.230 -3.531  0.237
Cl: -4.020 4.322 0.212  -0.055
C: -3.766 2.561 0.304  -0.388
C: -2.347 2.210 0.679  -0.387
Cl: -1.188 2.612 -0.614  -0.049
H: -4.043 2.130 -0.656  0.227
H: -4.451 2.181 1.061  0.223
H: -2.263 1.138 0.850  0.221
H: -2.034 2.726 1.585  0.225

Force components x, y, z for each atom (eV/Å):
-0.312 0.128 0.256
-1.293 -0.376 -1.218
0.152 -0.990 0.382
0.728 0.979 -0.657
1.775 -0.138 0.754
-0.678 -0.507 -0.117
0.298 0.896 0.593
0.075 -0.447 -0.127
0.085 -0.365 -0.358
-0.213 0.194 -0.378
0.390 -0.358 0.657
-0.070 0.235 -0.018
0.121 0.082 -0.138
0.025 -1.038 0.020
0.401 0.202 0.744
-0.190 0.255 -0.932
-0.096 -0.929 0.299
0.009 0.026 0.385
0.046 0.580 -0.597
0.378 0.940 0.505
0.143 0.150 -0.005
-0.108 0.013 0.311
-0.748 0.707 -0.016
0.010 0.368 0.176
-0.149 0.386 0.048
-0.203 0.065 -0.266
0.005 -0.194 -0.280
0.171 -0.205 0.208
0.030 -0.451 0.064
-0.232 -0.472 -0.253
0.013 -0.001 -0.025
-0.080 -0.079 0.024
-0.078 -0.028 0.132
-0.538 0.211 -0.043
0.067 0.062 -0.012
0.059 0.017 0.031
0.019 0.019 -0.082
-0.012 0.063 -0.067

---

4.
ORCA calculation (ωB97M-V/def2-TZVPD) on one molecule with the formula C14H14Cl4N2O2.

Values from the calculation:
* lowest unoccupied orbital energy: 0.24 eV
* SMILES: CCOC(=O)c1c(CN)n(CC)c2c(Cl)c(Cl)c(Cl)c(Cl)c12

Each line ends with the natural charge from an NBO analysis.
Atoms and positions in Å:
C: -4.260 0.846 2.607  -0.626
C: -3.843 0.339 1.220  -0.076
O: -2.413 0.494 1.060  -0.496
C: -1.957 -0.242 0.008  0.767
O: -2.657 -0.966 -0.731  -0.586
C: -0.529 -0.277 -0.188  -0.156
C: 0.188 0.374 -1.177  0.220
C: -0.440 1.165 -2.293  -0.266
N: -0.166 2.607 -2.127  -0.856
N: 1.566 0.239 -0.837  -0.358
C: 2.672 0.872 -1.565  -0.224
C: 3.078 -0.139 -2.669  -0.611
C: 1.726 -0.602 0.290  0.201
C: 2.866 -1.142 0.968  -0.081
Cl: 4.575 -0.878 0.538  0.016
C: 2.643 -2.059 2.017  -0.050
Cl: 3.989 -2.835 2.879  0.036
C: 1.327 -2.367 2.438  -0.110
Cl: 1.115 -3.467 3.770  0.047
C: 0.231 -1.785 1.817  0.004
Cl: -1.356 -2.284 2.406  0.026
C: 0.420 -0.905 0.715  -0.108
H: -5.358 0.913 2.645  0.218
H: -3.804 0.195 3.362  0.217
H: -3.875 1.840 2.782  0.211
H: -4.355 0.931 0.434  0.182
H: -4.174 -0.697 1.142  0.204
H: -1.521 0.981 -2.376  0.212
H: -0.042 0.840 -3.246  0.210
H: -0.574 2.963 -1.243  0.369
H: -0.503 3.178 -2.954  0.372
H: 2.319 1.835 -1.965  0.235
H: 3.484 1.108 -0.886  0.222
H: 2.293 -0.387 -3.313  0.206
H: 3.867 0.400 -3.265  0.210
H: 3.472 -1.091 -2.261  0.219

Force components x, y, z for each atom (eV/Å):
0.524 -0.125 -0.617
-1.071 0.894 0.544
-0.198 -1.067 -1.281
-2.347 -2.449 -1.395
0.797 2.290 1.860
2.386 0.662 0.410
0.387 -0.779 2.122
0.208 0.833 0.026
-0.293 0.876 -0.609
-0.405 0.146 0.420
-0.807 -1.112 -0.850
2.615 1.564 0.753
-0.084 0.823 -0.890
0.245 -0.737 0.257
-1.305 0.175 -0.070
0.338 0.430 -0.172
-0.859 0.697 -0.799
0.114 0.092 0.135
-0.004 0.279 -0.372
-0.123 -0.309 0.014
0.598 0.602 -0.668
-0.820 -0.603 0.778
0.414 -0.359 0.235
-0.517 0.060 0.039
0.119 0.392 -0.001
0.375 -0.412 0.292
0.466 -0.027 -0.332
0.290 -0.461 0.485
0.335 0.005 -0.267
0.206 -0.274 -1.008
0.396 -1.037 1.606
-0.052 -0.473 -0.040
0.017 -0.242 0.078
-1.421 -0.137 -0.925
-0.492 -0.924 0.285
-0.036 0.707 -0.046